{
  "formula": "C4H17N2O2",
  "method": "ωB97M-V/def2-TZVPD",
  "symbols": ["C", "H", "H", "H", "H", "N", "H", "H", "C", "H", "O", "H", "H", "C", "N", "H", "O", "H", "H", "H", "C", "H", "H", "H", "H"],
  "positions_angstrom": [[-0.117713, -0.658944, -0.376909], [-3.764541, 0.301171, -0.749371], [1.601058, 1.667455, 1.385910], [3.062036, 1.221001, -2.370012], [-1.062316, 1.109116, 0.327930], [-2.021948, 0.563842, 0.423049], [2.389073, -3.255923, 0.970964], [-2.301655, 0.679763, -1.662301], [1.255067, 0.660005, 1.178821], [0.539098, -1.484296, -0.104700], [2.188612, 1.554453, -2.191025], [-2.532463, 0.748455, 1.281746], [-3.153040, 1.945102, -0.703213], [-2.855011, 0.901820, -0.757378], [0.429349, 0.657806, -0.035533], [-2.109867, -1.529955, -0.017223], [1.747503, -2.727129, 1.433062], [-1.242212, -1.068977, 1.454874], [1.754126, -3.123325, 2.308739], [2.162007, 2.361725, -2.677344], [-1.433658, -0.800448, 0.418238], [-0.337460, -0.676662, -1.442513], [0.982478, 1.017682, -0.797182], [2.108013, -0.015677, 1.084344], [0.682191, 0.274100, 2.024132]],
  "atomic_forces_ev_per_a": [[-0.145, 0.131, 0.310], [0.093, -0.073, 0.017], [-0.042, 0.050, 0.065], [0.543, -0.394, -0.004], [-0.139, 0.050, 0.183], [-0.178, 0.117, -0.194], [0.448, -0.291, -0.521], [0.114, 0.165, -0.056], [0.057, -0.474, 0.005], [0.027, -0.006, -0.126], [-0.280, -0.603, 0.472], [0.124, 0.113, -0.030], [0.219, 0.069, -0.109], [-0.504, -0.274, 0.222], [0.006, -0.189, 0.253], [-0.084, 0.023, -0.024], [-0.300, 0.183, 0.326], [0.042, -0.060, -0.010], [-0.144, 0.077, 0.214], [-0.223, 1.029, -0.538], [0.144, -0.069, -0.046], [0.129, -0.071, -0.069], [0.093, 0.177, -0.346], [0.068, 0.097, -0.053], [-0.068, 0.225, 0.061]],
  "energy_ha": -422.35862,
  "homo_energy_ha": -0.491,
  "homo_lumo_gap_ev": 10.90,
  "multiplicity": 1,
  "charge": 1,
  "relative_energy_kj_mol": 89.48
}

***

{
  "formula": "C4H17N2O3",
  "method": "ωB97M-V/def2-TZVPD",
  "symbols": ["C", "H", "H", "H", "H", "H", "C", "H", "H", "C", "H", "H", "H", "H", "O", "C", "N", "H", "H", "H", "N", "H", "H", "O", "H", "O"],
  "positions_angstrom": [[0.268961, 1.593199, -1.195907], [-1.372598, -4.416667, 0.753428], [-0.773001, 2.683715, -2.519322], [-0.830187, -3.920714, -0.631865], [-1.107453, 0.961816, -2.638304], [2.671130, -1.838172, 0.971960], [1.865023, 0.582686, 0.274514], [1.140577, -1.839247, 1.530515], [2.420014, -1.836429, 2.791735], [1.931326, 0.105208, 1.665001], [-0.169482, -0.174460, -0.256069], [2.278287, 1.606602, 0.160287], [0.974636, 2.417465, -1.205918], [-1.592959, 2.104172, 1.141906], [-2.745297, -1.153470, -1.163311], [2.106297, -1.417034, 1.827168], [-0.752430, 1.761389, -2.128989], [1.034029, 0.499841, 2.189824], [-3.671169, -1.094979, -1.409270], [2.701464, 0.584972, 2.294928], [0.523397, 0.546440, -0.344249], [-1.298892, 3.464043, 0.997352], [-2.697731, -1.819246, -0.465494], [-0.978196, -3.676186, 0.287562], [2.516819, -0.009230, -0.428082], [-0.887460, 2.623948, 0.716997]],
  "atomic_forces_ev_per_a": [[1.507, 1.264, -1.657], [0.037, -0.197, -0.245], [-0.211, -0.300, -0.355], [-0.105, -0.234, 0.164], [0.127, 0.402, -0.251], [0.613, 0.409, 0.738], [0.201, -0.275, -2.709], [-0.267, -0.318, 0.654], [-0.039, 0.438, -0.327], [0.270, -0.132, 2.855], [0.298, -0.273, 0.342], [-0.691, -0.417, 0.282], [-0.050, -0.298, 0.361], [0.586, -0.837, -0.425], [0.173, -0.095, 0.096], [-1.251, -0.359, -1.632], [-0.543, -1.026, 0.960], [0.121, -0.621, -0.322], [-0.076, 0.007, 0.026], [0.267, 0.097, -0.844], [0.090, 0.612, 0.241], [0.812, 0.330, -0.484], [0.049, 0.004, -0.081], [-0.016, 0.532, 0.052], [-0.040, 0.221, 0.843], [-1.863, 1.065, 1.716]],
  "energy_ha": -497.70644,
  "homo_energy_ha": [-0.131, -0.294],
  "homo_lumo_gap_ev": [4.09, 8.51],
  "multiplicity": 2,
  "s2": 0.753,
  "relative_energy_kj_mol": 44.13
}